[1]
{
  "formula": "C11H16IrN3Se4Te",
  "method": "ωB97M-V/def2-TZVPD",
  "elements": ["Ir", "Te", "Se", "Se", "Se", "Se", "N", "N", "N", "C", "C", "C", "C", "C", "C", "C", "C", "C", "C", "C", "H", "H", "H", "H", "H", "H", "H", "H", "H", "H", "H", "H", "H", "H", "H", "H"],
  "positions_angstrom": [[-0.0260, 0.2435, 0.2733], [-0.2452, 2.5509, 3.7091], [0.8424, 2.0479, 1.5381], [-1.9812, 0.8504, 3.6293], [-2.0247, 0.2641, 1.3480], [-0.3233, 0.7943, -2.0685], [0.4409, -1.6071, -0.2761], [1.1383, -1.1594, -3.6577], [2.4383, 0.2563, -2.6747], [1.1542, -0.1050, -2.8300], [0.5626, -3.6761, -1.1032], [1.8138, -3.3541, -0.5172], [2.9136, 1.3834, -1.8807], [-1.7086, -2.4595, -1.2768], [1.7181, -2.0934, -0.0021], [-0.2572, -2.5880, -0.9632], [3.2405, -0.5940, -3.3943], [2.4242, -1.4797, -4.0109], [2.7352, -1.3092, 0.7552], [-0.0437, -1.8707, -4.1373], [2.6940, 1.2169, -0.8264], [2.6789, -3.9943, -0.4518], [-1.9688, -3.1510, -2.0795], [2.9958, -0.3555, 0.2821], [0.2828, -4.6225, -1.5384], [0.1371, -2.1754, -5.1643], [-2.3295, -2.7131, -0.4152], [-0.8961, -1.1987, -4.0997], [2.4221, -1.0966, 1.7796], [2.4333, 2.3004, -2.2122], [-1.9791, -1.4569, -1.6084], [2.6413, -2.3005, -4.6694], [3.6506, -1.8983, 0.8015], [3.9885, 1.4579, -2.0193], [-0.2233, -2.7343, -3.5010], [4.3093, -0.4876, -3.4082]],
  "s2": 0.796,
  "spin_multiplicity": 2,
  "lumo_ev": [-5.0, -5.5],
  "homo_energy_ev": [-10.4, -10.4],
  "orbital_gap_ev": [5.39, 4.85],
  "charge": 1
}

[2]
{
  "formula": "C19H58B5Mg2O9S4",
  "method": "ωB97M-V/def2-TZVPD",
  "elements": ["S", "S", "S", "S", "Mg", "Mg", "O", "O", "O", "O", "O", "O", "O", "O", "O", "C", "C", "C", "C", "C", "C", "C", "C", "C", "C", "C", "C", "C", "C", "C", "C", "C", "C", "C", "B", "B", "B", "B", "B", "H", "H", "H", "H", "H", "H", "H", "H", "H", "H", "H", "H", "H", "H", "H", "H", "H", "H", "H", "H", "H", "H", "H", "H", "H", "H", "H", "H", "H", "H", "H", "H", "H", "H", "H", "H", "H", "H", "H", "H", "H", "H", "H", "H", "H", "H", "H", "H", "H", "H", "H", "H", "H", "H", "H", "H", "H", "H"],
  "positions_angstrom": [[-9.2206, 1.0717, 0.8229], [8.1765, 1.3000, 3.3985], [2.6065, -6.2347, -0.8036], [3.2911, 3.0851, -5.4769], [2.2362, 2.6193, 0.9539], [-3.0229, -2.6295, 0.7515], [-8.0154, 0.2712, 0.5706], [2.7899, 2.8000, -4.1136], [7.1026, 1.6401, 2.4598], [3.5765, -5.1495, -0.8346], [1.2275, -5.8282, -0.4428], [7.7486, 0.3674, 4.4690], [-9.6742, 1.2817, 2.1798], [-0.5682, 1.8850, 6.0188], [4.7404, 3.2257, -5.7780], [-9.0578, 2.7435, 0.1875], [-11.0554, 1.8528, -0.9641], [-10.4953, 3.0534, -0.2163], [2.4296, 4.5435, -6.2638], [-0.9891, 1.4846, 7.0923], [9.5991, 0.5922, 2.5564], [10.5303, 1.7562, 2.1772], [1.3537, 2.7384, -7.3751], [3.4643, -8.8420, -0.6334], [-0.0959, 0.6493, 7.8978], [10.4754, 2.8766, 3.3020], [3.2232, -7.5761, 0.1954], [-2.3845, 1.7607, 7.6483], [-10.6226, 0.5757, -0.2707], [1.0366, 4.0367, -6.5906], [2.7711, -7.2018, -2.3196], [9.1418, 2.8065, 4.0113], [3.6663, -8.3436, -2.1462], [2.4879, 1.8906, -6.6785], [-4.7115, -3.8729, -2.3304], [-5.6102, 0.6558, -5.5131], [2.2263, 6.1433, 1.4852], [-0.6840, 0.5079, 0.1648], [-2.9279, -3.7719, 4.2912], [-4.3061, -2.8855, -2.1726], [-10.8470, 3.9969, -0.6338], [3.0613, 6.0623, 0.8067], [-12.1345, 1.9108, -1.1066], [-5.7515, -3.7269, -2.5780], [-2.4153, 2.5281, 8.4218], [-1.9161, -3.5610, 3.9813], [-5.5839, 1.5574, -4.9211], [1.3118, 5.7589, 1.0607], [2.8337, 4.7893, -7.2458], [2.0181, 7.1774, 1.7121], [-2.6776, 0.8285, 8.1313], [2.9122, -6.5437, -3.1770], [2.3593, 0.8991, -6.2443], [1.6713, 3.1405, -8.3371], [-0.4327, 0.7883, 8.9251], [2.5006, 5.6377, 2.3981], [-10.6466, 1.8894, -1.9739], [9.3844, -0.1378, 1.7759], [-0.2328, -0.3917, 7.6051], [9.2227, 2.6732, 5.0900], [4.2233, -9.4701, -0.1670], [-5.7980, 0.9876, -6.5225], [-3.2388, -4.6322, 3.7190], [0.2083, 0.1896, 0.6811], [0.5889, 3.8585, -5.6128], [4.1905, -7.3355, 0.6365], [1.7394, -7.5333, -2.4370], [4.7448, -8.3051, -2.2993], [-10.1192, -0.0176, -1.0341], [-4.6656, 0.1362, -5.5593], [-3.1610, 1.8361, 6.8871], [-4.5333, -4.5037, -1.4734], [-8.3106, 2.7106, -0.6054], [-0.8791, -0.1942, -0.6311], [10.0982, -0.1325, 3.1998], [2.3967, 5.3398, -5.5202], [3.2245, 1.8387, -7.4803], [8.4883, 3.6052, 3.6604], [2.6234, -9.5355, -0.6278], [3.5245, -9.1891, -2.8195], [-11.0065, 3.1154, 0.7444], [-1.5345, 0.4034, 0.8205], [-8.6917, 3.1746, 1.1193], [-3.6743, -3.0362, 4.0346], [-0.6847, 1.5380, -0.1565], [10.2299, 2.0231, 1.1639], [-11.3134, 0.0780, 0.4099], [0.4465, 4.7570, -7.1571], [11.2079, 2.7323, 4.0962], [-6.3842, -0.0425, -5.2346], [0.9062, 1.0633, 7.7858], [-4.1455, -4.4169, -3.0706], [11.5552, 1.3886, 2.2277], [-2.9616, -4.1289, 5.3089], [10.6977, 3.8881, 2.9621], [0.4076, 2.2041, -7.4622], [2.5029, -7.5513, 1.0131]],
  "spin_multiplicity": 1,
  "lumo_ev": -3.5,
  "homo_energy_ev": -4.9,
  "orbital_gap_ev": 1.39,
  "charge": -1
}

[3]
{
  "formula": "C4H11NO2",
  "method": "ωB97M-V/def2-TZVPD",
  "elements": ["O", "O", "N", "C", "C", "C", "C", "H", "H", "H", "H", "H", "H", "H", "H", "H", "H", "H"],
  "positions_angstrom": [[0.6849, -0.2401, -1.3653], [-3.8227, 1.2445, 0.7564], [2.3921, -0.3916, 0.1473], [1.4985, -0.5349, 1.3357], [2.8602, -0.5746, -2.2523], [1.8521, -0.3587, -1.1611], [-4.5547, 0.7500, 1.9355], [2.0341, -1.0264, -3.0608], [0.3021, -0.7190, 1.1682], [-4.0521, 2.1472, 0.6329], [3.7531, -1.2634, -2.2840], [1.5164, 0.4270, 1.8621], [3.4804, 0.4043, -2.5957], [3.2694, -1.0056, 0.1441], [-3.8174, 0.9715, 2.9111], [2.0262, -1.3764, 2.0865], [-5.6511, 0.8386, 2.0438], [-4.4403, -0.3825, 1.7855]],
  "spin_multiplicity": 1,
  "lumo_ev": 0.9,
  "homo_energy_ev": -9.6,
  "orbital_gap_ev": 10.48
}

[4]
{
  "formula": "C7H16ClNO2Ta",
  "method": "ωB97M-V/def2-TZVPD",
  "elements": ["Ta", "Cl", "O", "O", "N", "C", "C", "C", "C", "C", "C", "C", "H", "H", "H", "H", "H", "H", "H", "H", "H", "H", "H", "H", "H", "H", "H", "H"],
  "positions_angstrom": [[1.2303, 0.3284, -1.4177], [0.2595, 4.0393, 1.7915], [-3.3666, 0.1881, 0.9505], [1.0852, 1.4332, 2.0752], [0.9135, -2.9422, 0.9309], [-1.8981, -0.6749, -1.0324], [1.4415, -1.7119, 1.2462], [1.0483, 2.4481, 1.1797], [-0.7828, 0.2766, -0.2816], [-3.1625, -0.9417, 0.0098], [1.6566, 2.3888, -0.3443], [2.3753, -0.8758, 0.1908], [0.3665, 1.1941, -2.8484], [3.1092, -0.1661, 0.7740], [0.3664, -3.2327, 1.7883], [3.0563, -1.6786, -0.3684], [-2.8529, -1.9049, 0.6359], [-4.1648, -1.1621, -0.5615], [-0.7265, -0.0052, 0.8520], [-3.7865, -0.2363, 1.7599], [-1.2274, 1.3839, -0.3184], [2.8232, 0.4932, -2.3996], [2.8048, 2.6697, -0.3726], [-2.3530, -0.2111, -2.0071], [1.0982, 3.2035, -1.0000], [0.8945, -1.2870, -2.3189], [1.2057, -1.2930, 2.3447], [-1.4140, -1.7234, -1.2582]],
  "spin_multiplicity": 1,
  "lumo_ev": 2.7,
  "homo_energy_ev": -5.1,
  "orbital_gap_ev": 7.75,
  "charge": -1
}

[5]
{
  "formula": "CH28O13",
  "method": "ωB97M-V/def2-TZVPD",
  "elements": ["O", "O", "O", "O", "O", "O", "O", "O", "O", "O", "O", "O", "O", "C", "H", "H", "H", "H", "H", "H", "H", "H", "H", "H", "H", "H", "H", "H", "H", "H", "H", "H", "H", "H", "H", "H", "H", "H", "H", "H", "H", "H"],
  "positions_angstrom": [[-1.8438, 0.8439, -3.0321], [1.5981, 2.0250, 2.4932], [-0.7597, -1.8337, -2.6729], [1.1898, 1.1321, -0.2019], [-3.4915, 1.3049, 0.3836], [-1.0287, 1.0723, 3.4690], [3.5888, 0.1658, -0.7793], [0.9308, 1.5295, -3.1676], [0.6384, -3.2143, 2.0472], [-3.0073, -1.1821, 1.2230], [0.0699, 3.9719, -0.7130], [2.2539, -1.9593, -2.4368], [-1.0272, -1.5331, 3.1396], [0.1509, 0.2275, 0.0841], [2.3838, -2.8843, -2.2278], [1.6144, 0.9066, -3.4145], [0.5874, -2.7591, 1.2067], [-2.6145, 0.9188, -3.5947], [-0.7199, 3.4725, -0.9202], [-1.0690, -1.0409, -2.2346], [-1.0230, 0.1151, 3.4714], [3.7501, -0.7186, -0.4425], [-2.3733, -0.9471, 1.9005], [-0.2771, 1.3155, 2.9285], [-1.2352, 1.5009, -3.3701], [4.2046, 0.7961, -0.3986], [0.7819, -4.1317, 1.8149], [-0.7599, -1.6091, -3.6034], [-0.0415, 0.1135, 1.1509], [-3.2779, -2.0727, 1.4460], [-0.2362, -2.0141, 2.8965], [-2.8792, 1.7833, 0.9425], [1.3037, -1.8562, -2.4890], [2.0236, 1.2709, 2.9013], [0.7052, 3.3120, -0.4354], [0.9004, 1.4860, -2.2119], [1.5349, 1.7926, 1.5668], [2.7027, 0.4151, -0.5066], [-0.7695, 0.6694, -0.2976], [0.3356, -0.7252, -0.4123], [-1.4160, -2.0511, 3.8444], [-3.3987, 0.3911, 0.6530]],
  "spin_multiplicity": 1,
  "lumo_ev": -1.2,
  "homo_energy_ev": -8.8,
  "orbital_gap_ev": 7.63
}

no.,F_max (eV Å⁻¹),energy (a.u.)
1,0.5,-10570.8950
2,5.3,-3552.0554
3,4.4,-364.1396
4,9.1,-998.4565
5,5.6,-1032.9157